Record 1
ORCA calculation (ωB97M-V/def2-TZVPD) on a molecular structure, C13H12FeN2O2Te4 at a distorted geometry.

- Relative energy (zero: lowest compared OMol25 entry of this formula, charge and spin): 9.0 kcal/mol
- Kohn-Sham gap (alpha / beta): 4.70 / 5.15 eV
- ⟨S²⟩: 6.032
- E_tot: -84310.7202 eV
- Maximum force: 1.5 eV/Å

The geometry in ORCA input format:
```
! RIJCOSX wB97M-V def2-TZVPD def2/J DEFGRID3
* xyz -2 5
Fe -0.95 1.27 -1.38
O 1.27 1.23 -1.23
N 1.79 1.32 -0.09
N 0.92 1.36 0.86
O -0.36 1.29 0.66
C 1.40 1.45 2.22
C 2.75 1.52 2.52
C 3.14 1.61 3.85
C 2.19 1.62 4.86
C 0.85 1.56 4.54
C 0.44 1.47 3.21
H 3.48 1.51 1.72
H 4.20 1.66 4.09
H 2.50 1.69 5.90
H 0.10 1.57 5.32
H -0.59 1.42 2.92
Te -3.38 0.89 -0.76
Te -4.67 2.21 -2.75
Te -3.30 4.57 -2.68
Te -0.78 3.53 -2.55
C -0.61 -0.23 -3.01
C -0.73 -1.60 -2.54
C 0.29 -2.20 -1.75
C 0.17 -3.49 -1.25
C -0.97 -4.25 -1.49
C -1.98 -3.68 -2.26
C -1.86 -2.40 -2.77
H -1.28 0.03 -3.83
H 0.42 0.03 -3.24
H 1.18 -1.62 -1.54
H 0.98 -3.90 -0.65
H -1.06 -5.26 -1.09
H -2.89 -4.25 -2.45
H -2.68 -1.97 -3.34
*
```

Atom charges from the natural (NBO) analysis, given in e for atoms 1 to 6: number 1, Fe, carries 1.148; number 2, O, carries -0.542; number 3, N, carries 0.135; number 4, N, carries 0.099; number 5, O, carries -0.675; number 6, C, carries 0.207

=====

Record 2
ORCA calculation (ωB97M-V/def2-TZVPD) on 8 unconnected molecules or ions with the total composition C38H37F7N4O27S at a distorted geometry.

- Kohn-Sham gap: 7.01 eV
- E_tot: -131101.5037 eV
- Maximum force: 1.2 eV/Å

The geometry in ORCA input format:
```
! RIJCOSX wB97M-V def2-TZVPD def2/J DEFGRID3
* xyz 0 1
C 5.39 4.23 -0.50
C 4.44 3.82 -1.63
C 5.17 3.72 -2.97
C 3.22 4.77 -1.73
C 1.94 4.01 -1.53
C 1.72 3.35 -0.36
C 0.55 2.59 -0.18
C 0.35 1.91 1.04
C -0.75 1.14 1.23
C -0.93 0.38 2.57
O 0.16 -0.01 3.02
O -2.07 0.28 3.02
N -1.65 1.04 0.22
O -2.76 0.23 0.50
C -2.51 -1.04 0.32
N -2.29 -2.14 0.14
C -1.55 1.64 -0.98
C -2.62 1.35 -1.98
S -1.94 0.23 -3.26
O -2.35 -1.08 -2.87
O -0.53 0.43 -3.42
C -0.44 2.48 -1.20
C -0.24 3.25 -2.41
N -1.18 3.32 -3.46
C 0.93 3.95 -2.51
O 1.18 4.71 -3.69
C 1.66 4.00 -4.66
N 2.14 3.37 -5.49
H 5.51 5.30 -0.45
H 4.99 3.86 0.45
H 6.34 3.73 -0.63
H 4.12 2.80 -1.40
H 5.98 3.01 -2.88
H 4.47 3.28 -3.68
H 5.50 4.69 -3.32
H 3.25 5.30 -2.68
H 3.28 5.51 -0.94
H 2.44 3.39 0.44
H 1.08 1.96 1.83
H -2.95 2.28 -2.43
H -3.50 0.86 -1.58
H -2.59 0.62 -4.39
H -0.78 3.67 -4.32
H -1.98 3.88 -3.18
C -0.03 -0.55 6.10
C -0.79 -1.83 6.30
O 0.00 -2.51 7.27
C 0.63 -1.55 8.01
O 1.17 -1.74 9.05
O 0.56 -0.34 7.39
F -0.85 -2.57 5.16
H 0.75 -0.65 5.35
H -0.68 0.28 5.83
H -1.80 -1.70 6.69
C -0.20 -4.74 2.65
C 0.02 -4.76 1.16
O -0.55 -6.00 0.77
C -1.53 -6.28 1.69
O -2.37 -7.10 1.54
O -1.41 -5.50 2.78
F 1.34 -4.76 0.84
H 0.60 -5.25 3.19
H -0.32 -3.74 3.06
H -0.48 -3.95 0.62
C -6.41 -1.51 6.77
C -5.45 -2.59 6.34
O -4.20 -2.04 6.72
C -4.42 -1.23 7.79
O -3.58 -0.82 8.51
O -5.75 -0.95 7.91
F -5.47 -2.77 4.99
H -6.52 -0.74 6.00
H -7.39 -1.89 7.04
H -5.59 -3.56 6.83
C 0.04 -9.41 0.72
C 0.33 -10.65 -0.10
O 1.43 -11.22 0.58
C 1.34 -10.84 1.89
O 1.94 -11.34 2.78
O 0.45 -9.83 2.03
F 0.70 -10.34 -1.37
H 0.65 -8.56 0.40
H -1.00 -9.12 0.70
H -0.49 -11.37 -0.14
C -6.24 -0.33 1.87
C -7.59 -0.41 2.55
O -7.71 0.87 3.13
C -6.99 1.74 2.36
O -7.08 2.92 2.40
O -6.16 1.05 1.53
F -7.61 -1.36 3.52
H -5.43 -0.59 2.56
H -6.17 -0.96 0.98
H -8.43 -0.58 1.87
C 4.47 0.51 -5.49
C 5.40 -0.49 -6.13
O 6.68 0.08 -5.90
C 6.59 0.84 -4.77
O 7.51 1.25 -4.16
O 5.29 1.04 -4.43
F 5.19 -0.60 -7.46
H 4.21 1.32 -6.18
H 3.56 0.07 -5.09
H 5.37 -1.49 -5.68
C 2.42 7.90 -6.76
C 2.82 6.69 -7.57
O 4.03 6.28 -6.93
C 3.95 6.68 -5.63
O 4.66 6.28 -4.77
O 2.95 7.57 -5.46
F 3.08 7.00 -8.86
H 2.90 8.80 -7.13
H 1.35 8.04 -6.71
H 2.11 5.86 -7.54
*
```

Atom charges from the Mulliken analysis, given in e for atoms 1 to 6: number 1, C, carries -1.551; number 2, C, carries 1.069; number 3, C, carries -1.568; number 4, C, carries -1.117; number 5, C, carries -0.287; number 6, C, carries -0.833